Entry 1:
{
  "formula": "C34H42HfN4P2",
  "method": "ωB97M-V with the def2-TZVPD basis set",
  "symbols": ["Hf", "C", "C", "C", "C", "C", "C", "C", "C", "C", "H", "H", "H", "H", "H", "H", "H", "H", "H", "H", "H", "H", "H", "H", "H", "P", "P", "N", "N", "N", "N", "C", "C", "C", "C", "C", "C", "C", "C", "C", "C", "C", "C", "C", "C", "C", "C", "C", "C", "H", "H", "H", "H", "H", "H", "H", "H", "H", "H", "H", "H", "H", "H", "H", "H", "H", "H", "H", "H", "C", "C", "C", "C", "C", "C", "C", "H", "H", "H", "H", "H", "H", "H"],
  "positions_angstrom": [[0.942, -1.366, 1.584], [-1.862, 2.745, 2.093], [-2.182, 1.478, 2.292], [-1.406, 0.280, 1.797], [-0.229, 0.646, 0.773], [1.125, 1.427, 0.911], [1.471, 2.570, 1.566], [0.501, 3.645, 1.896], [-0.838, 3.420, 1.222], [0.464, -3.437, 2.193], [-2.509, 3.522, 2.562], [-3.063, 1.228, 2.887], [-2.094, -0.426, 1.301], [-1.054, -0.349, 2.670], [0.056, -0.448, 0.215], [-0.733, 1.046, -0.113], [1.869, 1.040, 0.185], [2.541, 2.771, 1.751], [0.896, 4.580, 1.509], [0.355, 3.743, 2.971], [-1.254, 4.411, 0.938], [-0.701, 2.971, 0.241], [0.314, -3.432, 3.280], [1.315, -4.130, 1.964], [-0.425, -3.901, 1.705], [1.909, -1.171, -1.392], [-2.075, -0.413, -1.404], [3.319, -0.059, -2.109], [2.365, -2.383, -2.762], [-2.118, 1.276, -1.975], [-3.576, -0.809, -2.411], [0.636, -0.294, -2.414], [-0.721, -1.027, -2.537], [4.494, 0.119, -1.395], [5.362, 0.933, -2.120], [4.701, 1.266, -3.346], [3.446, 0.654, -3.303], [2.585, -3.717, -2.465], [2.901, -4.406, -3.647], [2.892, -3.466, -4.706], [2.548, -2.227, -4.142], [-2.453, 2.327, -1.106], [-2.436, 3.519, -1.808], [-2.159, 3.197, -3.160], [-1.907, 1.831, -3.235], [-4.322, -0.161, -3.401], [-5.331, -1.012, -3.851], [-5.233, -2.213, -3.085], [-4.162, -2.064, -2.218], [1.000, -0.087, -3.444], [0.549, 0.700, -1.938], [-1.092, -0.944, -3.581], [-0.617, -2.107, -2.302], [4.625, -0.343, -0.430], [6.351, 1.247, -1.820], [5.086, 1.874, -4.153], [2.631, 0.689, -4.018], [2.494, -4.033, -1.437], [3.114, -5.454, -3.694], [3.129, -3.644, -5.742], [2.449, -1.241, -4.596], [-2.662, 2.127, -0.065], [-2.596, 4.490, -1.365], [-2.176, 3.882, -3.989], [-1.610, 1.202, -4.061], [-4.074, 0.848, -3.694], [-6.040, -0.814, -4.637], [-5.856, -3.084, -3.145], [-3.733, -2.705, -1.471], [0.973, -0.262, 3.499], [0.512, -0.358, 5.042], [1.526, -0.503, 5.996], [1.225, -0.859, 7.325], [-0.116, -0.955, 7.749], [-1.142, -0.650, 6.834], [-0.827, -0.309, 5.501], [0.322, 0.597, 3.253], [1.960, 0.255, 3.484], [2.561, -0.335, 5.686], [2.034, -1.043, 8.050], [-0.359, -1.266, 8.774], [-2.185, -0.642, 7.180], [-1.616, -0.006, 4.809]],
  "forces_ev_per_angstrom": [[0.2731, -0.1621, 3.2804], [-0.8549, 1.4472, 0.1034], [0.5417, -0.4950, 0.4958], [0.5052, -0.8114, -0.4053], [-0.1290, -0.4634, -1.1193], [0.0463, -1.0005, 0.4183], [-0.1089, -0.7608, -0.6089], [-0.3141, -0.3725, 0.3775], [-0.4411, 0.7886, -0.2412], [0.0345, 0.3288, -1.0464], [0.2588, -0.9433, -0.1533], [0.3305, 0.0265, -0.0180], [0.2081, 0.5436, -0.3875], [-0.3789, 0.6059, -0.4796], [-1.1233, 2.3022, -0.3159], [-0.0093, -0.1265, 0.1156], [0.1511, -0.1548, 0.7135], [-0.5208, 0.0005, -0.6569], [0.4734, 0.1077, 0.2080], [0.2545, 0.2672, 0.1887], [0.1551, -0.5208, 0.4176], [0.0771, -0.1232, 0.2121], [-0.0177, 0.0038, -0.0252], [-0.3855, 0.4673, 0.1572], [0.4162, 0.2936, 0.3273], [3.7104, 0.8107, -7.5277], [-2.9502, 1.2589, -4.1191], [-0.9221, -0.4307, 2.1860], [-0.7698, -0.3105, 1.9925], [0.5113, 0.1190, 1.1685], [0.7430, -1.0702, 1.3098], [-0.6754, 0.5085, 0.5325], [-0.3484, -0.2668, -0.0898], [0.6590, 0.8053, -0.4644], [-0.9619, -0.6355, 0.1473], [-1.2032, -0.9485, 0.9263], [0.2426, 0.4983, -0.0195], [0.1785, -0.7429, -1.1417], [-0.3784, 0.9230, 1.6671], [-0.5785, 1.4955, 1.4414], [-0.0409, -0.0948, -0.3283], [0.1426, 0.1837, -0.8002], [-0.2613, -1.1255, 0.5524], [0.4662, -1.0452, -0.0548], [-0.2178, 0.6233, 0.3326], [-0.1701, -0.3085, -0.3504], [1.2979, 0.3048, 1.0500], [1.0848, 0.3784, 0.5988], [-0.4511, 0.4431, -0.7204], [0.1348, -0.4313, 1.0197], [-0.1957, -0.1532, -0.3096], [0.2107, -0.2208, 0.6702], [-0.0531, 0.3749, -0.3670], [0.0981, -0.0721, 0.0320], [-0.0944, -0.1118, 0.0190], [-0.1113, -0.1185, 0.0753], [0.4447, 0.1508, 0.1401], [0.0868, -0.2967, -0.1057], [0.0972, -0.2339, -0.0898], [-0.0609, 0.0732, 0.0081], [0.1257, -0.6942, 0.0539], [-0.2038, -0.0298, -0.3120], [-0.1865, -0.0216, -0.2108], [0.2295, 0.0117, -0.0867], [-0.1886, 0.1776, -0.0342], [-0.1282, -0.1488, -0.0363], [-0.0091, 0.1758, 0.0792], [-0.1261, -0.1039, -0.0610], [-0.1389, -0.3524, 0.1122], [-0.4366, 1.3555, 1.8192], [0.5929, -0.7360, -0.3652], [-0.0998, -0.4954, 0.3493], [-0.3131, 0.3459, 0.0707], [0.2217, -0.0692, -0.7030], [0.4537, 0.3908, -0.0689], [0.4340, -0.4897, -0.2264], [0.6029, -0.1648, -0.4625], [0.0347, -0.4883, 0.0977], [-0.2315, -0.3855, 0.1822], [-0.4555, 0.1896, -0.5137], [0.1473, 0.2356, -0.5499], [0.5347, 0.0157, -0.3059], [0.0342, -0.3010, 0.2329]],
  "lowdin_charge": [1.708, -0.073, -0.090, -0.232, -0.304, -0.148, -0.020, -0.143, -0.202, -0.267, 0.145, 0.131, 0.078, 0.063, -0.027, 0.038, 0.070, 0.144, 0.139, 0.141, 0.139, 0.079, 0.014, 0.026, 0.025, 1.132, 1.145, -0.223, -0.243, -0.266, -0.242, -0.411, -0.364, -0.180, -0.069, -0.046, -0.153, -0.166, -0.069, -0.044, -0.117, -0.164, -0.063, -0.052, -0.143, -0.122, -0.062, -0.079, -0.176, 0.075, 0.072, 0.098, 0.078, 0.085, 0.104, 0.110, 0.091, 0.081, 0.100, 0.110, 0.088, 0.088, 0.109, 0.109, 0.114, 0.092, 0.103, 0.098, 0.083, -0.252, -0.253, -0.067, -0.055, -0.059, -0.061, -0.055, 0.032, 0.067, 0.110, 0.120, 0.119, 0.117, 0.090],
  "energy_ha": -2269.59426,
  "charge": 2,
  "mol_weight_g_mol": 747.18,
  "gap_ev": 3.717
}


Entry 2:
{
  "formula": "C8H15ClF2Si",
  "method": "ωB97M-V with the def2-TZVPD basis set",
  "symbols": ["C", "C", "Si", "F", "C", "C", "C", "C", "H", "H", "H", "H", "H", "H", "H", "H", "H", "H", "H", "H", "H", "H", "H", "F", "C", "C", "Cl"],
  "positions_angstrom": [[2.799, -0.494, -1.247], [1.341, -0.991, -1.615], [-0.107, -0.086, -0.708], [-1.466, -0.942, -1.097], [-0.210, 1.694, -1.312], [-1.448, 2.514, -0.749], [-0.159, -0.187, 1.220], [1.188, 0.263, 1.974], [2.995, 0.557, -1.731], [3.148, -0.498, -0.163], [3.335, -1.212, -1.775], [1.039, -1.990, -1.404], [1.178, -0.988, -2.744], [0.570, 2.197, -0.941], [-0.034, 1.707, -2.493], [-1.146, 3.479, -0.630], [-2.140, 2.518, -1.666], [-1.911, 2.119, 0.192], [-0.986, 0.474, 1.774], [-0.203, -1.196, 1.593], [0.907, 0.045, 2.989], [2.129, -0.179, 1.698], [1.216, 1.331, 1.822], [-3.934, -0.827, 2.071], [-3.287, -1.916, 1.863], [-2.793, -2.985, 1.657], [-2.020, -4.408, 1.423]],
  "forces_ev_per_angstrom": [[-1.2294, 1.5717, 0.0250], [-1.1316, 2.0016, 0.1099], [-0.3798, -0.3056, -0.0132], [0.6404, 0.5710, -0.1067], [-2.9803, -1.8269, -2.0889], [-1.2026, -3.2809, -2.8292], [0.9432, 1.5029, 0.8163], [-2.2039, 0.6060, -0.7927], [-0.3844, -1.9695, 1.0656], [-0.8940, 0.0205, -1.4304], [1.9102, -0.8759, -0.7564], [0.7455, -1.2960, 0.6366], [0.2660, 0.5743, 1.3245], [3.6406, 1.6241, 1.3917], [-0.8474, 0.1158, 2.4358], [0.7037, 2.7844, 0.6231], [0.1890, 0.0189, 1.8974], [0.3511, 0.1955, -1.0939], [1.4744, -1.5927, -1.5892], [-0.9471, -0.6754, -0.3666], [0.6444, 0.1384, 0.6859], [0.0848, -0.4141, -0.2298], [0.5874, 0.4974, 0.3055], [0.1976, -0.0248, -0.0427], [-0.0570, -0.6007, -0.1254], [-0.2574, 0.8619, 0.2341], [0.1367, -0.2220, -0.0865]],
  "lowdin_charge": [-0.143, -0.285, 0.545, -0.176, -0.290, -0.131, -0.263, -0.146, 0.103, 0.067, 0.017, 0.036, 0.094, -0.003, 0.123, 0.012, 0.093, 0.070, 0.111, 0.035, 0.053, 0.036, 0.052, 0.126, -0.201, -0.630, 0.695],
  "energy_ha": -1263.13665,
  "charge": 0,
  "mol_weight_g_mol": 212.74,
  "relative_energy_kcal_mol": 7.2,
  "gap_ev": 10.588,
  "smiles": "CC[Si](F)(CC)CC.FC#CCl"
}